An isolated molecule of C4H6O2 in a non-equilibrium geometry, computed with ωB97M-V with the def2-TZVPD basis set.

The geometry in ORCA input format:
```
! wB97M-V def2-TZVPD RIJCOSX def2/J DEFGRID3
* xyz 0 1
C -0.33 -0.50 0.82
C 1.22 1.35 -0.04
O -2.24 0.50 -0.25
H -1.38 -1.40 -1.11
H -0.27 -1.52 1.29
H 0.32 1.86 -0.49
C -1.40 -0.46 -0.26
C 0.98 -0.16 0.12
H -0.51 0.27 1.60
O 1.68 -0.99 -0.42
H 1.39 1.80 0.98
H 2.09 1.46 -0.69
*
```

Computed properties:
**Highest occupied orbital energy**: -9.991 eV
**E_LUMO**: 0.006 Eh
**Energy relative to the best compared isomer or geometry (same formula, charge and spin)**: 33.4 kcal per mole
**Orbital gap**: 10.15 eV